Entry 1:
# C8H13O4S2

A 2-piece molecular cluster, C8H13O4S2 overall (ωB97M-V/def2-TZVPD, OMol25).

Results
* ΔE to the lowest compared entry with this formula, charge and spin: 1.4143 eV
* HOMO-LUMO gap: 8.40 eV
* highest occupied orbital energy: -5.48 eV

ORCA input file:
```
! RIJCOSX wB97M-V def2-TZVPD def2/J DEFGRID3
* xyz -1 1
O 1.851 -1.073 0.926
C -0.190 0.611 -0.143
S 2.944 -0.932 -0.067
C -2.136 0.013 1.393
H 2.864 1.533 0.664
C 0.581 1.697 -0.756
H -3.326 -0.520 -0.479
H -2.913 0.359 2.047
C -1.313 1.145 0.827
C 3.500 0.843 0.044
H -1.889 2.034 0.381
O 4.485 1.190 -0.500
H 0.485 -0.077 0.439
O 4.097 -1.674 0.356
O 2.444 -1.114 -1.429
H -1.836 -2.211 -1.303
H 1.428 1.476 -1.463
C -0.539 -0.449 -1.179
C -1.412 -1.536 -0.528
H -0.781 -2.071 0.099
H -1.089 0.007 -2.124
H -1.562 -0.539 2.167
S 0.497 3.168 -0.187
H -3.161 -1.695 0.684
H 0.446 -0.895 -1.694
H -0.847 1.650 1.604
C -2.629 -0.937 0.220
*
```

Entry 2:
# C8H13P

C8H13P as an isolated structure (ωB97M-V/def2-TZVPD, OMol25).

Results
* ΔE to the lowest compared entry with this formula, charge and spin: 4.2098 eV
* HOMO-LUMO gap (alpha / beta): 7.14 / 8.54 eV
* highest occupied orbital energy (alpha / beta): -8.34 / -8.75 eV

ORCA input file:
```
! RIJCOSX wB97M-V def2-TZVPD def2/J DEFGRID3
* xyz 0 1
H 3.992 -0.979 -0.027
C 0.615 1.446 -0.283
C -0.997 0.177 1.049
H -1.973 0.108 1.515
C -0.373 1.499 0.877
H -0.280 -0.400 1.663
C 0.653 -0.903 -1.526
H 2.930 -0.023 1.370
C -0.108 -1.661 -0.776
H 0.587 -3.574 -0.514
C -0.977 -0.428 -0.378
H 0.708 2.445 -0.669
H -2.052 -0.447 -0.840
P 4.032 0.337 0.577
H -1.070 2.231 0.660
H -0.435 0.730 -2.155
C -0.121 -2.947 -0.067
H 0.109 1.875 1.810
H 1.640 1.197 -0.012
H 0.144 -2.701 0.937
H -1.178 -3.187 -0.095
C -0.034 0.419 -1.276
*
```

Entry 3:
# C8H14

C8H14 in the gas phase (ωB97M-V/def2-TZVPD, OMol25).

Results
* ΔE to the lowest compared entry with this formula, charge and spin: 1.3044 eV
* HOMO-LUMO gap: 9.44 eV
* highest occupied orbital energy: -8.33 eV

ORCA input file:
```
! RIJCOSX wB97M-V def2-TZVPD def2/J DEFGRID3
* xyz 0 1
H -0.618 2.503 0.790
H -0.534 1.480 -1.476
H -2.944 2.101 0.986
H -1.173 0.049 -0.928
H -2.390 0.879 2.152
H 2.161 -1.476 -0.716
H -2.796 0.363 0.577
H -0.812 -1.702 0.109
C 0.471 -3.350 0.185
C 0.207 -2.065 -0.009
C 2.045 1.201 -0.934
H 2.307 1.664 0.028
C -0.460 0.808 -0.610
C 1.191 -1.077 -0.445
C -2.346 1.201 1.107
C -0.879 1.447 0.717
H -0.248 0.992 1.486
H -0.325 -4.058 0.390
H 2.956 0.646 -1.171
C 0.932 0.217 -0.644
H 1.773 1.915 -1.708
H 1.481 -3.737 0.117
*
```

Entry 4:
# C8H14

C8H14 in the gas phase (ωB97M-V/def2-TZVPD, OMol25).

Results
* ΔE to the lowest compared entry with this formula, charge and spin: 2.2176 eV
* HOMO-LUMO gap: 10.15 eV
* highest occupied orbital energy: -9.02 eV

ORCA input file:
```
! RIJCOSX wB97M-V def2-TZVPD def2/J DEFGRID3
* xyz 0 1
H 2.417 1.968 -0.260
H -1.919 -1.584 -0.811
H -0.918 -0.363 0.705
H -0.452 -2.969 -2.850
C -1.255 -2.191 -2.754
C 0.134 -0.536 0.517
C 0.751 1.749 1.628
C 0.125 -1.307 -0.766
H -1.376 1.384 1.603
H -0.826 1.290 3.281
H -2.130 -2.838 -2.747
C -1.028 -1.443 -1.447
C 0.959 0.726 0.538
H 2.169 0.381 -1.204
C 1.888 1.032 -0.390
H 0.927 2.715 1.140
C -0.652 1.784 2.309
H 1.115 -1.653 -1.069
H -1.118 -1.546 -3.613
H 0.499 -1.176 1.336
H 1.483 1.719 2.445
H -0.794 2.857 2.410
*
```

Entry 5:
# C8H14BFN4O2P

An isolated ion of composition C8H14BFN4O2P and charge +1 (ωB97M-V/def2-TZVPD, OMol25).

Results
* HOMO-LUMO gap: 9.21 eV
* highest occupied orbital energy: -12.54 eV

ORCA input file:
```
! RIJCOSX wB97M-V def2-TZVPD def2/J DEFGRID3
* xyz 1 1
C -0.670 1.997 -1.667
H 2.068 -1.799 -1.073
H -3.716 -0.742 1.840
H 4.278 2.878 0.971
H -2.559 2.026 -2.592
N 0.485 2.640 -1.529
C 3.417 2.559 0.431
H -1.480 -1.088 -0.984
C 0.818 -2.933 1.744
C 2.473 2.188 -0.205
C 0.062 -1.812 1.012
F -1.475 3.635 -3.049
H -2.481 0.138 -1.666
O -3.572 -0.742 0.887
H 0.181 -3.810 1.810
P 1.253 -0.437 0.804
H 1.711 -3.235 1.205
O -2.352 1.301 1.246
H 3.149 -1.803 0.314
H -1.900 1.167 2.085
N 0.519 0.776 -0.319
H 1.111 -2.635 2.748
N -0.705 0.868 -0.964
C -1.807 -0.071 -0.833
N -1.668 2.458 -2.427
C 1.173 1.888 -0.696
H -0.725 -1.465 1.680
H -0.356 -2.224 0.102
B -2.628 0.155 0.524
H 3.096 -0.398 -0.770
C 2.504 -1.174 -0.293
*
```

Entry 6:
# C8H14BFO5

C8H14BFO5 in the gas phase (ωB97M-V/def2-TZVPD, OMol25).

Results
* ΔE to the lowest compared entry with this formula, charge and spin: 2.5511 eV
* HOMO-LUMO gap: 10.58 eV
* highest occupied orbital energy: -10.12 eV

ORCA input file:
```
! RIJCOSX wB97M-V def2-TZVPD def2/J DEFGRID3
* xyz 0 1
C 0.191 -0.777 0.082
H 1.606 0.893 -3.387
H 3.299 0.984 -2.695
C 0.705 -1.191 -1.368
H -0.355 -0.560 3.014
H -0.806 -1.337 0.241
H -0.008 -0.913 -2.217
H -4.195 0.962 -0.279
C -0.350 -1.700 2.996
C -1.383 0.981 -0.267
H 2.540 -1.381 -2.597
H -1.339 -2.035 2.540
O -4.562 2.756 0.640
C -2.210 2.137 0.498
C 2.197 0.791 -2.422
O 0.764 -2.262 2.230
O -1.911 0.506 -1.287
B 1.152 -1.218 1.317
H 2.589 0.142 0.986
C -3.760 1.880 0.235
H -1.949 3.102 -0.073
O 2.457 -0.641 1.559
O -0.119 0.644 0.251
H -1.921 2.210 1.593
F 1.822 1.847 -1.526
H 0.754 -2.343 -1.383
H -0.302 -2.116 4.051
H 2.938 -0.693 -0.956
C 2.155 -0.668 -1.777
*
```

Number 1: F_max 0.069 Eh/bohr. Number 2: F_max 0.063 Eh/bohr. Number 3: F_max 0.024 Eh/bohr. Number 4: F_max 0.052 Eh/bohr. Number 5: F_max 0.020 Eh/bohr. Number 6: F_max 0.077 Eh/bohr.